C36H67NO24SSi | ωB97M-V/def2-TZVPD

```
! RIJCOSX wB97M-V def2-TZVPD def2/J DEFGRID3
* xyz 0 1
C -0.807 -0.172 -1.253
C -1.416 0.206 0.226
O -1.660 1.663 0.226
C -1.050 2.241 1.447
Si 0.774 2.874 1.078
C 0.542 4.408 -0.072
C 1.663 5.587 0.108
C 3.062 5.322 -0.709
S 4.457 5.319 0.542
C 1.892 1.481 0.361
C 2.203 1.583 -1.243
C 3.864 1.524 -1.429
C 4.531 0.129 -0.887
O 5.883 0.013 -0.986
O 3.825 -1.011 -0.281
C 1.566 3.325 2.819
C 2.618 2.351 3.587
C 3.374 2.665 5.033
C 2.870 4.134 5.657
C 1.778 4.937 4.754
N 1.163 4.620 3.435
H 0.235 -0.728 -1.086
H -0.542 0.811 -1.875
H -1.523 -0.848 -1.885
H -2.427 -0.375 0.358
H -0.679 -0.140 1.067
H -1.109 1.548 2.388
H -1.710 3.202 1.705
H 0.403 4.115 -1.221
H -0.508 4.888 0.235
H 1.945 5.825 1.220
H 1.177 6.589 -0.324
H 3.219 6.232 -1.437
H 3.015 4.351 -1.384
H 3.843 4.888 1.758
H 1.371 0.437 0.575
H 2.949 1.578 0.909
H 1.815 0.602 -1.804
H 1.832 2.562 -1.766
H 4.415 2.405 -0.888
H 4.148 1.612 -2.580
H 4.113 -1.093 0.687
H 2.876 1.314 3.068
H 4.152 1.963 5.550
H 3.299 4.533 6.696
H 1.409 5.966 5.240
C -1.928 -3.487 -6.290
O -0.517 -3.290 -6.224
C -0.037 -3.106 -4.968
O -0.698 -3.100 -3.942
O 1.306 -2.932 -5.052
C 1.951 -2.726 -3.797
H -2.201 -3.623 -7.340
H -2.217 -4.388 -5.740
H -2.459 -2.610 -5.907
H 1.817 -3.597 -3.147
H 1.575 -1.819 -3.314
H 3.021 -2.598 -3.983
C 5.313 -0.641 9.597
O 4.444 0.010 8.671
C 3.251 0.387 9.197
O 2.889 0.216 10.350
O 2.531 0.988 8.216
C 1.243 1.441 8.627
H 6.236 -0.898 9.070
H 5.565 0.028 10.426
H 4.859 -1.565 9.968
H 1.332 2.193 9.418
H 0.626 0.599 8.959
H 0.756 1.904 7.765
C -5.500 -4.765 -11.190
O -4.512 -4.042 -11.922
C -3.494 -3.564 -11.163
O -3.372 -3.704 -9.957
O -2.635 -2.903 -11.980
C -1.506 -2.342 -11.313
H -6.265 -5.100 -11.896
H -5.060 -5.647 -10.716
H -5.978 -4.120 -10.445
H -0.906 -3.128 -10.843
H -1.823 -1.601 -10.573
H -0.888 -1.838 -12.062
C -0.351 -5.558 -2.931
O -0.793 -6.910 -2.823
C -1.539 -7.168 -1.720
O -1.843 -6.361 -0.855
O -1.888 -8.479 -1.744
C -2.682 -8.895 -0.635
H 0.236 -5.466 -3.849
H -1.205 -4.877 -2.999
H 0.291 -5.293 -2.084
H -3.630 -8.348 -0.611
H -2.134 -8.764 0.303
H -2.903 -9.959 -0.758
C 5.546 -6.348 -0.920
O 4.814 -7.512 -1.303
C 3.524 -7.523 -0.883
O 2.974 -6.648 -0.232
O 2.952 -8.676 -1.312
C 1.583 -8.825 -0.940
H 6.563 -6.446 -1.309
H 5.096 -5.450 -1.355
H 5.600 -6.267 0.170
H 0.975 -8.026 -1.375
H 1.479 -8.844 0.149
H 1.228 -9.781 -1.336
C -4.074 4.546 -0.350
O -3.746 5.395 0.748
C -4.502 6.519 0.830
O -5.399 6.838 0.065
O -4.087 7.228 1.910
C -4.798 8.446 2.122
H -3.408 3.679 -0.317
H -5.106 4.191 -0.269
H -3.916 5.066 -1.300
H -5.859 8.246 2.302
H -4.669 9.121 1.270
H -4.383 8.929 3.011
C -2.024 5.532 4.235
O -2.634 4.494 5.000
C -3.797 4.853 5.601
O -4.330 5.950 5.534
O -4.264 3.781 6.289
C -5.492 4.014 6.976
H -1.103 5.134 3.801
H -2.682 5.847 3.418
H -1.765 6.382 4.875
H -6.288 4.269 6.269
H -5.371 4.803 7.725
H -5.771 3.091 7.491
*
```

The largest force on an atom comes out at 8.7 eV/Å. The total energy comes out at -3959.735742 Eh. Its SMILES is CCOC[Si@](CCCS)(CCCC(=O)O)c1ccccn1.COC(=O)OC.COC(=O)OC.COC(=O)OC.COC(=O)OC.COC(=O)OC.COC(=O)OC.COC(=O)OC. The HOMO energy is -8.950 eV. The value obtained for the LUMO energy is -0.489 eV.